1.
C3H3BaO3 | ωB97M-V/def2-TZVPD

Last column: Löwdin spin population.
Element x y z (Å)
Ba -4.33035 -0.76600 1.92923  0.00
H 1.25762 0.53811 -2.10091  0.01
O -0.43616 0.26638 -1.02952  0.05
C 0.84876 0.12322 -1.17823  0.15
O -2.14085 -0.08473 0.35080  0.02
C -0.97696 0.34080 0.31673  0.02
C 1.65162 -0.23527 -0.05184  0.63
H 2.19160 -1.18196 -0.10587  0.04
H 2.08428 0.44060 0.68655  0.02
O -0.14955 0.55887 1.18306  0.06

## Properties
HOMO energy (spin up / spin down) ... -15.60 / -17.54 eV
2S+1 ... 2
Relative energy (zero: lowest compared OMol25 entry of this formula, charge and spin) ... 15.0 kcal/mol
Net charge ... +2
Electronic energy ... -366.64498 Ha
Frontier orbital gap (spin up / spin down) ... 7.0 / 8.9 eV
F_max ... 3.22 eV Å⁻¹

2.
C3H3Br | ωB97M-V/def2-TZVPD

Last column: Mulliken charge in e.
Element x y z (Å)
C -0.72509 -0.70628 0.21850  -0.15
Br 0.12265 2.25303 0.69400  -0.07
H -1.67634 -1.12497 0.32196  0.37
H 0.16357 1.00037 -1.84451  0.12
C 0.57905 -0.75790 0.29574  -0.18
H 1.55780 -1.21612 0.42291  0.34
C -0.02164 0.55186 -0.10860  -0.43

## Properties
HOMO energy ... -8.80 eV
Relative energy (zero: lowest compared OMol25 entry of this formula, charge and spin) ... 78.5 kcal/mol
Net charge ... 0
Electronic energy ... -2689.92456 Ha
Frontier orbital gap ... 9.3 eV
F_max ... 4.35 eV Å⁻¹

3.
C3H3Br2F | ωB97M-V/def2-TZVPD

Last column: Mulliken charge in e.
Element x y z (Å)
C 0.53447 -0.16093 0.09649  0.50
Br -2.94393 2.24373 1.82108  -0.03
C -0.57753 0.61503 -0.42589  -0.41
H 1.84896 -1.70409 0.21940  0.27
F -1.24985 -0.00220 -1.47762  -0.25
C 0.98411 -1.33846 -0.32217  -0.68
H -0.64314 1.70939 -0.28202  0.48
Br 1.56551 0.71867 1.44422  -0.15
H 0.48141 -2.08114 -1.07349  0.26

## Properties
HOMO energy (spin up / spin down) ... -10.10 / -8.73 eV
Relative energy (zero: lowest compared OMol25 entry of this formula, charge and spin) ... 54.4 kcal/mol
Net charge ... 0
Electronic energy ... -5363.87319 Ha
Frontier orbital gap (spin up / spin down) ... 9.0 / 5.1 eV
F_max ... 2.93 eV Å⁻¹

4.
C3H3Br2F3O2 | ωB97M-V/def2-TZVPD

Last column: Mulliken charge in e.
Element x y z (Å)
C -1.49590 0.64964 -0.41545  0.81
O -0.09335 -1.82326 -0.19240  -0.45
H 1.00166 0.34301 -1.47478  0.59
F -1.00970 1.37814 -1.40600  -0.23
O 0.12814 -0.38275 1.65397  -0.42
F -1.90342 1.39362 0.66977  -0.25
H -0.65117 -2.33317 0.39050  0.38
F -2.52629 -0.04304 -0.82990  -0.25
Br 1.63602 1.87511 0.26191  -0.06
C 0.13832 -0.55176 0.29447  0.09
Br 2.88569 -1.01409 -0.28140  -0.11
H 0.64765 0.35324 1.83714  0.28
C 1.24235 0.15530 -0.50784  -0.37

## Properties
HOMO energy ... -9.46 eV
Relative energy (zero: lowest compared OMol25 entry of this formula, charge and spin) ... 0.0 kcal/mol
Net charge ... 0
Electronic energy ... -5714.16105 Ha
Frontier orbital gap ... 9.6 eV
F_max ... 4.77 eV Å⁻¹

5.
C3H3BrCl3NO3 | ωB97M-V/def2-TZVPD

Last column: Mulliken charge in e.
Element x y z (Å)
H 0.86328 1.65418 -1.72819  0.40
Br 2.43832 -0.52097 0.04785  -0.12
Cl -2.09375 1.68747 -0.06560  -0.09
H -0.52995 0.12744 1.66815  0.40
O 0.46973 0.72838 -1.50030  -0.38
C -0.51930 -0.39380 0.61473  -1.31
O 1.43278 2.70628 -0.29444  -0.66
O 0.94664 1.93122 1.62382  -0.51
N 0.97997 1.85822 0.44122  1.07
C -1.88498 0.00568 0.08739  0.64
Cl -3.12436 -0.48183 1.36056  -0.15
C 0.80367 0.54610 -0.17748  0.28
H -0.30991 -1.39899 0.34840  0.56
Cl -2.14203 -0.91956 -1.43270  -0.12

## Properties
HOMO energy ... -10.97 eV
Relative energy (zero: lowest compared OMol25 entry of this formula, charge and spin) ... 6.3 kcal/mol
Net charge ... 0
Electronic energy ... -4351.03637 Ha
Frontier orbital gap ... 9.8 eV
F_max ... 5.48 eV Å⁻¹
SMILES ... O=[N+]([O-])[C@@](O)(Br)CC(Cl)(Cl)Cl

6.
C3H3BrClF3 | ωB97M-V/def2-TZVPD

Last column: Mulliken charge in e.
Element x y z (Å)
Cl -2.23697 -0.43513 0.05665  -0.18
H -0.74840 1.13967 -0.93128  0.39
Br -0.13943 2.25844 1.78655  -0.10
F 2.48878 0.31960 1.73713  -0.24
H 0.35019 -0.30305 1.53585  0.44
F 2.29227 1.49118 -0.15648  -0.22
C 0.24398 0.44526 0.77045  -0.45
C -0.63271 0.20037 -0.41626  -0.42
F 2.04276 -0.61006 -0.15251  -0.24
H -0.35591 -0.52696 -1.19353  0.33
C 1.79013 0.46027 0.55063  0.69

## Properties
HOMO energy ... -10.86 eV
Relative energy (zero: lowest compared OMol25 entry of this formula, charge and spin) ... 6.8 kcal/mol
Net charge ... 0
Electronic energy ... -3449.91140 Ha
Frontier orbital gap ... 10.8 eV
F_max ... 3.36 eV Å⁻¹
SMILES ... FC(F)(F)[C@@H](Br)CCl

7.
C3H3BrClFO | ωB97M-V/def2-TZVPD

Last column: Löwdin spin population.
Element x y z (Å)
C -1.12572 -0.06839 -0.29308  0.18
Cl -2.29209 -1.41889 -0.12908  0.02
H 1.59196 -0.16450 -0.86650  0.03
C 0.12912 -0.48257 0.50185  0.50
O -0.06626 -1.35060 1.27884  0.90
Br -2.00673 1.69147 0.18002  0.18
F -0.80977 0.08131 -1.59202  0.04
H 2.12354 0.16444 0.84413  0.00
H 1.14421 1.29638 -0.03005  0.01
C 1.31173 0.25136 0.10590  0.13

## Properties
HOMO energy (spin up / spin down) ... -6.81 / -10.57 eV
2S+1 ... 3
Net charge ... 0
Electronic energy ... -3325.26164 Ha
Frontier orbital gap (spin up / spin down) ... 7.3 / 7.1 eV
F_max ... 8.12 eV Å⁻¹

8.
C3H3BrF2 | ωB97M-V/def2-TZVPD

Last column: Mulliken charge in e.
Element x y z (Å)
H 1.99736 0.65021 -0.46165  0.31
H -1.75465 -0.98996 1.34900  0.29
C -1.25809 -0.48484 0.49711  -0.81
F 0.65260 -1.14274 1.37690  -0.25
C 0.02439 -0.37871 0.51636  0.51
F 0.81498 -0.46559 -1.72759  -0.19
C 0.94975 0.36089 -0.65749  -0.06
H -1.69579 0.19772 -0.10895  0.33
Br 0.26944 2.25301 -0.78370  -0.12

## Properties
HOMO energy ... -10.19 eV
Relative energy (zero: lowest compared OMol25 entry of this formula, charge and spin) ... 29.4 kcal/mol
Net charge ... 0
Electronic energy ... -2889.78577 Ha
Frontier orbital gap ... 10.7 eV
F_max ... 3.42 eV Å⁻¹
SMILES ... C=C(F)[C@@H](F)Br

9.
C3H3BrF2O | ωB97M-V/def2-TZVPD

Last column: Mulliken charge in e.
Element x y z (Å)
O 3.86456 2.15196 -0.18540  -0.16
H -0.71230 -0.34325 0.61498  0.37
C -0.51535 0.31448 -0.15319  -0.86
C -0.27524 1.59708 -0.02685  0.70
C 2.77528 1.81152 -0.19249  0.11
H -0.48033 -0.12607 -1.20380  0.25
F 0.14847 2.37628 -1.00935  -0.19
Br 2.74551 -1.19112 0.47929  -0.19
F -0.43435 2.41030 1.04655  -0.24
H 2.38058 -0.05465 -0.27732  0.20

## Properties
HOMO energy ... -10.25 eV
Relative energy (zero: lowest compared OMol25 entry of this formula, charge and spin) ... 28.0 kcal/mol
Net charge ... 0
Electronic energy ... -2965.04357 Ha
Frontier orbital gap ... 10.6 eV
F_max ... 3.04 eV Å⁻¹

10.
C3H3BrF2O2 | ωB97M-V/def2-TZVPD

Last column: Mulliken charge in e.
Element x y z (Å)
O -0.94885 -2.00058 0.02172  -0.42
H -0.87004 -0.80877 1.70996  0.34
H -1.04744 -0.60084 -1.71160  0.36
F 1.21167 0.92223 1.47546  -0.21
H -1.17789 1.32771 0.23024  0.25
Br 2.19755 -0.82225 -0.32464  -0.12
O -0.49582 0.21861 -1.46574  -0.49
F 1.44357 1.69165 -0.58253  -0.20
C 1.00754 0.67211 0.16813  0.48
C -0.45985 0.37177 -0.13419  -0.05
C -0.86044 -0.97163 0.61319  0.05

## Properties
HOMO energy ... -10.77 eV
Relative energy (zero: lowest compared OMol25 entry of this formula, charge and spin) ... 0.0 kcal/mol
Net charge ... 0
Electronic energy ... -3040.30324 Ha
Frontier orbital gap ... 11.1 eV
F_max ... 3.60 eV Å⁻¹
SMILES ... O=C[C@H](O)C(F)(F)Br

11.
C3H3BrN2O | ωB97M-V/def2-TZVPD

Last column: Mulliken charge in e.
Element x y z (Å)
C 1.33429 0.27315 0.00743  -0.84
C -1.07092 -1.46384 -0.00699  0.59
Br -3.00180 0.55283 0.12654  -0.02
H 1.72790 0.35225 1.02416  0.27
N -0.55135 -2.48102 0.16972  -0.54
H 2.06117 0.70044 -0.68507  0.31
N -1.44981 -0.29760 -0.39297  -0.54
H 1.16894 -0.78181 -0.21708  0.31
O -0.34007 2.10140 0.02320  -0.30
C 0.12167 1.04422 -0.04893  0.76

## Properties
HOMO energy ... -8.90 eV
Relative energy (zero: lowest compared OMol25 entry of this formula, charge and spin) ... 70.2 kcal/mol
Net charge ... 0
Electronic energy ... -2874.77652 Ha
Frontier orbital gap ... 8.8 eV
F_max ... 3.65 eV Å⁻¹

12.
C3H3BrN2O | ωB97M-V/def2-TZVPD

Last column: Mulliken charge in e.
Element x y z (Å)
H -1.07268 -1.56378 0.08586  0.29
N 0.80739 -0.85553 0.01654  0.25
C -1.28121 0.54377 -0.05708  -0.77
O -0.90637 2.97969 0.05584  -0.33
C -0.49504 -0.65508 0.02419  -0.02
Br 3.46690 -0.78068 0.01768  -0.13
C -1.03412 1.82919 0.00238  0.70
H -2.34229 0.34202 -0.15479  0.30
N 1.79200 0.00279 -0.09673  -0.63
H 1.06541 -1.84241 0.10611  0.33

## Properties
HOMO energy (spin up / spin down) ... -7.43 / -7.43 eV
Relative energy (zero: lowest compared OMol25 entry of this formula, charge and spin) ... 87.3 kcal/mol
Net charge ... 0
Electronic energy ... -2874.74913 Ha
Frontier orbital gap (spin up / spin down) ... 7.7 / 7.7 eV
F_max ... 1.64 eV Å⁻¹

13.
C3H3BrN3O | ωB97M-V/def2-TZVPD

Last column: Mulliken charge in e.
Element x y z (Å)
C 0.68942 -0.90953 -0.38536  0.32
C 0.27730 -0.18551 2.33396  -0.25
C -0.07348 0.65952 1.28360  0.46
N 0.21151 -1.53341 -1.31459  -0.46
H -0.12581 0.78047 -0.79505  0.31
N 0.40154 -0.61019 3.45831  0.54
H -0.62529 1.63087 1.51539  0.40
Br 2.17606 -1.45285 0.75652  -0.11
H 0.81251 -2.25092 -1.67001  0.34
O 0.53715 -1.19161 4.42165  -0.44
N 0.21201 0.35611 0.01465  -0.12

## Properties
HOMO energy ... -14.60 eV
Relative energy (zero: lowest compared OMol25 entry of this formula, charge and spin) ... 17.9 kcal/mol
Net charge ... +1
Electronic energy ... -2929.21394 Ha
Frontier orbital gap ... 7.7 eV
F_max ... 5.70 eV Å⁻¹
SMILES ... [H]/N=C(\Br)NC=C=[N+]=O

14.
C3H3BrNO2 | ωB97M-V/def2-TZVPD

Last column: Mulliken charge in e.
Element x y z (Å)
H 0.54734 1.41352 -0.88783  0.28
N 1.64832 2.51704 1.81125  -0.55
O 0.03540 0.18970 2.85430  -0.39
Br -1.00383 0.62287 -2.86564  -0.90
C 1.28412 1.74921 1.00994  0.59
H 1.73574 0.17280 -0.28244  0.31
H 0.03421 0.39077 0.17177  0.48
C 1.08915 0.00056 2.40541  0.68
C 0.90317 0.83564 -0.05237  -1.11
O 2.06712 -0.50760 2.06102  -0.39

## Properties
HOMO energy ... -4.05 eV
Relative energy (zero: lowest compared OMol25 entry of this formula, charge and spin) ... 15.2 kcal/mol
Net charge ... -1
Electronic energy ... -2895.46032 Ha
Frontier orbital gap ... 7.1 eV
F_max ... 3.93 eV Å⁻¹

15.
C3H3BrNO4 | ωB97M-V/def2-TZVPD

Last column: Mulliken charge in e.
Element x y z (Å)
C 1.85395 -2.21825 0.12748  0.69
Br -0.83811 -2.63444 1.41778  -0.16
O 1.73402 -3.36514 0.35234  -0.55
O 2.43050 -1.34017 -0.45772  -0.62
O 1.51409 0.26549 2.15371  -0.62
H 0.80062 0.16384 -0.52843  0.31
H -0.31797 0.67418 0.96665  0.37
O 1.10241 -1.49991 3.28925  -0.64
N 1.06887 -0.85786 2.28179  0.87
C -0.01790 0.06277 0.09014  -0.95
C 0.56493 -1.41335 1.10436  0.05
H -0.91534 -0.25400 -0.55898  0.27

## Properties
HOMO energy ... -4.68 eV
Relative energy (zero: lowest compared OMol25 entry of this formula, charge and spin) ... 27.1 kcal/mol
Net charge ... -1
Electronic energy ... -3045.77417 Ha
Frontier orbital gap ... 8.0 eV
F_max ... 5.93 eV Å⁻¹
SMILES ... C[C@@](Br)(C(=O)[O-])[N+](=O)[O-]

16.
C3H3BrO | ωB97M-V/def2-TZVPD

Last column: Mulliken charge in e.
Element x y z (Å)
Br -2.18170 4.06171 -0.54069  -0.08
C -0.73943 0.52202 -0.28508  0.05
H 1.19971 0.66785 0.19201  0.32
H -1.52271 -0.20748 -0.32461  0.31
O -1.09951 1.85193 -0.52403  0.03
H 0.50033 -1.09263 0.15931  0.22
C 0.40402 0.01666 0.08442  -0.60
C -2.04661 2.34879 0.12530  -0.24

## Properties
HOMO energy ... -9.26 eV
Relative energy (zero: lowest compared OMol25 entry of this formula, charge and spin) ... 64.8 kcal/mol
Net charge ... 0
Electronic energy ... -2765.22929 Ha
Frontier orbital gap ... 9.6 eV
F_max ... 3.64 eV Å⁻¹

17.
C3H3BrO | ωB97M-V/def2-TZVPD

Last column: Mulliken charge in e.
Element x y z (Å)
C 0.23947 0.05731 -0.02477  -0.94
C 1.98228 1.78324 0.02498  0.62
C 1.64385 0.54113 0.04215  -0.03
H -0.02954 -0.13064 -1.09269  0.24
H -0.37149 0.70230 0.47609  0.36
O 2.22337 2.93044 0.02728  -0.38
Br 3.02610 -0.66237 -0.01315  -0.14
H 0.32373 -0.87968 0.57707  0.28

## Properties
HOMO energy ... -8.72 eV
Relative energy (zero: lowest compared OMol25 entry of this formula, charge and spin) ... 10.8 kcal/mol
Net charge ... 0
Electronic energy ... -2765.31523 Ha
Frontier orbital gap ... 9.1 eV
F_max ... 3.61 eV Å⁻¹
SMILES ... CC(Br)=C=O

18.
C3H3BrO | ωB97M-V/def2-TZVPD

Last column: Mulliken charge in e.
Element x y z (Å)
C 0.50337 -0.68802 0.13103  -0.62
C 0.93455 -1.73235 0.46252  0.15
Br -2.35866 2.01443 0.00862  0.00
H 1.62891 -2.44966 0.72359  0.46
C 0.00408 0.54450 -0.31140  -0.19
H -0.08729 0.41468 -1.33947  0.28
O -1.34285 0.53230 0.30389  -0.35
H 0.71788 1.36411 0.02123  0.28

## Properties
HOMO energy ... -10.03 eV
Relative energy (zero: lowest compared OMol25 entry of this formula, charge and spin) ... 74.8 kcal/mol
Net charge ... 0
Electronic energy ... -2765.21332 Ha
Frontier orbital gap ... 9.7 eV
F_max ... 2.53 eV Å⁻¹
SMILES ... C#CCOBr

19.
C3H3BrO2 | ωB97M-V/def2-TZVPD

Last column: Mulliken charge in e.
Element x y z (Å)
H -0.44398 -0.46072 -0.70100  -0.10
C -1.04520 1.29435 0.69511  -0.01
C 1.34396 0.01248 0.34468  0.77
C 0.61918 -0.86361 -0.42807  -0.30
H 0.38591 -1.78813 0.10367  0.27
Br -2.36777 0.18859 -0.91292  -0.55
O -1.63774 2.03136 1.35398  -0.22
O 2.06875 0.67136 0.93470  -0.15
H 1.07688 -1.08569 -1.39016  0.30

## Properties
HOMO energy ... -8.19 eV
Relative energy (zero: lowest compared OMol25 entry of this formula, charge and spin) ... 40.3 kcal/mol
Net charge ... 0
Electronic energy ... -2840.52117 Ha
Frontier orbital gap ... 7.3 eV
F_max ... 2.39 eV Å⁻¹

20.
C3H3BrO2S | ωB97M-V/def2-TZVPD

Last column: Mulliken charge in e.
Element x y z (Å)
H 1.54038 1.51460 1.10343  0.34
H 1.05309 2.42207 -0.47724  0.32
O -0.42347 -0.09362 1.70776  -0.44
O -1.60004 1.10768 -0.28888  -0.48
Br -2.28862 -2.14715 -1.21649  0.03
C 0.40358 -1.62994 -0.48684  -0.20
S -0.44033 0.88604 0.58774  0.84
C -0.59377 -2.12978 -1.01219  -0.33
H 1.31738 -1.46219 -0.07399  0.52
C 1.03179 1.53229 0.15671  -0.60

## Properties
HOMO energy ... -9.60 eV
Relative energy (zero: lowest compared OMol25 entry of this formula, charge and spin) ... 69.7 kcal/mol
Net charge ... 0
Electronic energy ... -3238.59323 Ha
Frontier orbital gap ... 9.0 eV
F_max ... 5.49 eV Å⁻¹
SMILES ... C=S(=O)=O.C#CBr